P:
Density functional theory data (wB97M-V/def2-TZVPD) for 3 unconnected molecules or ions with the total composition C2H9N5O.

Results
Multiplicity: 1
Orbital gap, eV: 8.1
HOMO energy, eV: -7.853

Atoms and positions in Å:
C  -1.841  -0.538  -0.974
C  0.267  0.214  -0.125
H  -1.070  -0.818  -1.916
H  -2.611  -1.136  -0.952
H  -2.052  0.489  -1.273
H  -0.618  -1.611  1.894
H  1.365  -1.574  -0.317
H  2.350  1.313  -0.555
H  3.315  -0.169  1.228
H  -0.872  2.785  1.098
H  -1.436  1.148  0.769
N  -1.031  -0.438  0.149
N  1.337  -0.529  -0.364
N  2.704  -0.210  -0.284
N  0.252  1.419  0.072
N  -0.906  2.038  0.366
O  -0.676  -1.806  0.881

Q:
Density functional theory data (wB97M-V/def2-TZVPD) for 2 unconnected molecules or ions with the total composition C2H9N5O.

Results
Multiplicity: 1
Orbital gap, eV: 8.7
SMILES string: [H]/N=N\CN.NC(N)=O
HOMO energy, eV: -7.999

Atoms and positions in Å:
C  1.545  -0.209  -0.819
C  -1.732  0.000  0.041
N  -1.833  1.332  0.357
N  1.223  -1.554  -1.159
O  -2.439  -0.584  -0.757
H  -2.352  1.887  -0.305
H  -1.027  1.771  0.791
H  0.234  -1.656  -1.364
H  1.503  -2.211  -0.442
H  2.629  -0.128  -0.701
H  1.217  0.506  -1.587
N  -0.901  -0.702  0.953
N  1.102  0.191  0.735
N  0.987  1.379  1.047
H  -0.981  -1.705  0.861
H  -0.735  -0.337  1.885
H  1.559  2.021  0.465

Pick Q: it beats the second-best structure by 0.3246 hartree.

P:
Density functional theory data (wB97M-V/def2-TZVPD) for a single C4H3PS molecule.

Results
Multiplicity: 1
Orbital gap, eV: 8.9
SMILES string: C1=C2S[C@H]3C[P@@]=123
HOMO energy, eV: -8.717

Atoms and positions in Å:
C  0.586  -2.210  -2.316
C  0.826  -0.967  -2.400
C  -0.361  -0.348  0.106
C  0.819  0.353  -0.521
P  0.972  -1.643  -0.506
S  0.984  0.754  -2.335
H  -0.394  -0.296  1.143
H  -1.276  -0.317  -0.394
H  1.499  0.977  0.049

Q:
Density functional theory data (wB97M-V/def2-TZVPD) for a single C4H3PS molecule.

Results
Multiplicity: 1
Orbital gap, eV: 6.5
HOMO energy, eV: -8.916

Atoms and positions in Å:
C  0.200  -1.671  0.999
C  1.353  -1.837  1.518
C  -0.807  0.460  -0.490
C  0.625  0.809  -0.430
P  -1.201  -0.824  0.874
S  1.800  0.219  -1.236
H  -1.515  1.187  -0.179
H  -1.233  0.137  -1.467
H  0.778  1.521  0.412

Pick P: it beats the second-best structure by 0.0361 hartree.

P:
Density functional theory data (wB97M-V/def2-TZVPD) for 2 unconnected molecules or ions with the total composition ClH4N2OP.

Results
Multiplicity: 1
Orbital gap, eV: 10.8
HOMO energy, eV: -10.767

Atoms and positions in Å:
N  0.869  1.311  -0.061
N  -0.093  -1.154  0.172
O  2.471  -0.809  0.005
P  1.123  -0.275  0.023
Cl  -3.657  -0.008  0.068
H  1.663  1.796  -0.238
H  -0.135  1.545  -0.013
H  -2.276  -0.335  0.085
H  0.035  -2.070  -0.042

Q:
Density functional theory data (wB97M-V/def2-TZVPD) for 2 unconnected molecules or ions with the total composition ClH4N2OP.

Results
Multiplicity: 1
Orbital gap, eV: 10.5
HOMO energy, eV: -10.256

Atoms and positions in Å:
N  0.116  -0.108  -0.348
N  -1.513  -2.230  -0.881
O  -0.608  -1.631  1.605
P  -0.769  -1.378  0.189
Cl  2.340  3.285  -0.070
H  0.762  0.483  0.151
H  -0.323  0.530  -1.001
H  1.690  4.108  0.747
H  -1.696  -3.059  -0.392

Pick Q: it beats the second-best structure by 0.0031 hartree.

P:
Density functional theory data (wB97M-V/def2-TZVPD) for 2 unconnected molecules or ions with the total composition C3H4FN.

Results
Multiplicity: 3
Orbital gap (spin up / spin down), eV: 9.5 / 10.7
HOMO energy (spin up / spin down), eV: -8.519 / -12.588

Atoms and positions in Å:
C  1.481  -0.419  -0.150
C  -0.937  -0.190  0.494
C  0.322  0.367  -0.070
N  2.438  -1.055  -0.176
F  0.514  1.671  0.159
H  -1.000  -1.262  0.315
H  -1.808  0.313  0.078
H  -0.938  -0.008  1.574
H  -0.073  0.583  -2.224

Q:
Density functional theory data (wB97M-V/def2-TZVPD) for a single C3H4FN molecule.

Results
Multiplicity: 3
Orbital gap (spin up / spin down), eV: 7.6 / 7.9
HOMO energy (spin up / spin down), eV: -6.417 / -9.429

Atoms and positions in Å:
C  -0.473  -0.634  0.798
C  0.831  0.741  -1.150
C  -1.591  -1.066  1.490
N  -0.057  0.115  -0.347
F  -1.347  -2.038  2.411
H  0.458  -0.918  1.331
H  0.626  0.750  -2.226
H  1.703  1.090  -0.711
H  -2.589  -0.797  1.284

Pick P: it beats the second-best structure by 0.0164 hartree.

P:
Density functional theory data (wB97M-V/def2-TZVPD) for 2 unconnected molecules or ions with the total composition C7H10N2O2S.

Results
Multiplicity: 3
Orbital gap (spin up / spin down), eV: 7.6 / 8.5
HOMO energy (spin up / spin down), eV: -7.342 / -10.932

Atoms and positions in Å:
C  3.912  0.280  0.260
C  -0.891  1.782  1.339
C  -0.868  0.710  0.540
C  1.706  -0.367  0.768
C  2.275  0.467  -1.410
C  -2.149  -0.037  -1.939
C  2.491  0.586  0.030
N  5.020  0.043  0.231
N  1.729  -1.337  1.543
O  -2.458  -1.302  0.468
O  -3.415  0.987  0.118
S  -2.353  0.025  -0.093
H  -1.639  2.440  1.692
H  0.131  2.173  1.568
H  2.452  -0.480  -1.889
H  2.743  1.197  -1.923
H  1.258  0.724  -1.554
H  -1.377  0.590  -2.207
H  -2.031  -0.984  -2.413
H  -3.132  0.314  -2.239
H  2.155  1.584  0.367
H  0.893  -1.871  1.840

Q:
Density functional theory data (wB97M-V/def2-TZVPD) for a single C7H10N2O2S molecule.

Results
Multiplicity: 3
Orbital gap (spin up / spin down), eV: 5.5 / 5.9
HOMO energy (spin up / spin down), eV: -5.019 / -9.216

Atoms and positions in Å:
C  2.935  -0.523  -0.610
C  -1.329  1.179  -0.144
C  -0.014  -1.910  -0.769
C  -1.338  -1.885  -0.004
C  -0.796  2.298  0.620
C  1.677  1.023  0.842
C  1.716  -0.427  0.244
N  3.898  -0.593  -1.227
N  -1.993  0.292  0.449
O  0.622  -0.619  -0.681
O  -2.263  -0.901  -0.331
S  0.295  1.514  1.895
H  1.685  -1.254  0.910
H  -0.988  1.037  -1.271
H  0.748  -2.703  -0.346
H  -0.159  -2.197  -1.741
H  -1.850  -2.708  -0.436
H  -1.306  -2.038  1.036
H  -0.392  3.177  -0.072
H  -1.471  2.725  1.309
H  2.496  1.026  1.473
H  1.852  1.726  0.075

Pick P: it beats the second-best structure by 0.0376 hartree.

P:
Density functional theory data (wB97M-V/def2-TZVPD) for a single C2H8N4O molecule.

Results
Multiplicity: 1
Orbital gap, eV: 7.4
HOMO energy, eV: -6.607

Atoms and positions in Å:
C  -0.386  0.939  0.670
C  0.160  -0.269  0.037
N  0.245  -0.274  -1.412
N  1.605  0.109  0.589
N  -0.783  1.959  -0.087
O  -0.856  -2.306  -0.014
N  -0.656  -1.083  0.775
H  -1.249  -2.892  0.639
H  -0.404  1.072  1.743
H  0.725  -1.115  -1.717
H  -0.661  -0.382  -1.855
H  -0.809  1.770  -1.087
H  1.791  -0.421  1.431
H  2.394  0.086  -0.052
H  -1.118  2.808  0.341

Q:
Density functional theory data (wB97M-V/def2-TZVPD) for a single C2H8N4O molecule.

Results
Multiplicity: 1
Orbital gap, eV: 9.7
SMILES string: C[C@@]1(N)NN(N)O1
HOMO energy, eV: -8.757

Atoms and positions in Å:
C  -1.364  -1.176  -0.134
C  -0.617  0.148  -0.123
N  -1.534  1.239  -0.013
O  0.264  0.329  -1.195
H  -1.045  2.118  -0.132
H  -2.020  1.235  0.874
H  -0.668  -2.008  -0.234
H  -1.946  -1.297  0.780
H  -2.037  -1.177  -0.988
N  2.549  0.259  -0.077
N  1.350  0.818  0.001
N  0.488  0.213  0.931
H  2.594  -0.755  -0.197
H  3.175  0.775  -0.679
H  0.811  -0.724  1.186

Pick Q: it beats the second-best structure by 0.0325 hartree.

P:
Density functional theory data (wB97M-V/def2-TZVPD) for 6 unconnected molecules or ions with the total composition C2H14O6.

Results
Multiplicity: 1
Orbital gap, eV: 10.7
SMILES string: CC=O.O.O.O.O.O
HOMO energy, eV: -10.431

Atoms and positions in Å:
O  0.014  -2.651  -0.162
C  -1.025  -2.549  0.446
C  -2.142  -1.656  -0.006
H  -1.196  -3.218  1.216
H  -2.158  -0.653  0.523
H  -3.196  -2.044  0.322
H  -2.080  -1.535  -1.084
H  1.106  0.388  2.390
H  0.770  -0.872  3.177
O  0.337  -0.056  2.810
H  1.650  2.607  -1.787
H  1.409  1.393  -0.771
O  1.303  1.752  -1.679
H  0.108  2.877  0.142
H  0.515  2.010  1.333
O  0.470  2.949  0.999
H  0.000  0.915  -3.362
H  -0.212  1.787  -2.366
O  -0.854  1.194  -2.905
H  1.116  -1.172  -0.172
H  2.452  -0.948  0.605
O  1.612  -0.518  0.331

Q:
Density functional theory data (wB97M-V/def2-TZVPD) for 6 unconnected molecules or ions with the total composition C2H14O6.

Results
Multiplicity: 1
Orbital gap, eV: 9.5
SMILES string: C=CO.O.O.O.O.O
HOMO energy, eV: -9.140

Atoms and positions in Å:
C  -1.752  0.371  -1.115
C  -0.665  -0.368  -1.315
O  0.459  0.066  -1.947
H  -2.481  -0.129  -0.470
H  -1.928  1.274  -1.676
H  -0.471  -1.370  -0.899
H  1.193  -0.535  -1.910
H  2.443  -2.116  -0.016
H  2.631  -0.693  0.505
O  2.021  -1.459  0.542
H  2.439  1.508  0.384
H  3.757  1.398  -0.550
O  3.257  1.023  0.171
H  0.413  1.943  -0.907
H  0.414  3.130  -0.013
O  0.869  2.288  -0.125
H  -2.348  1.192  3.203
H  -2.273  1.722  1.615
O  -2.278  0.998  2.257
H  -1.252  -3.614  0.398
H  -2.265  -2.964  1.260
O  -2.185  -3.664  0.606

Pick Q: it beats the second-best structure by 0.0069 hartree.

P:
Density functional theory data (wB97M-V/def2-TZVPD) for a molecular structure, C2HClO4.

Results
Multiplicity: 1
Orbital gap, eV: 10.7
HOMO energy, eV: -11.524

Atoms and positions in Å:
C  1.205  0.292  0.293
C  -0.223  -0.165  0.082
O  1.821  1.263  0.513
O  1.558  -1.042  0.321
O  0.226  -1.464  0.061
O  -1.207  0.226  -1.450
Cl  -1.366  0.250  1.314
H  -2.013  0.640  -1.134

Q:
Density functional theory data (wB97M-V/def2-TZVPD) for a single C2HClO4 molecule.

Results
Multiplicity: 1
Orbital gap (spin up / spin down), eV: 8.2 / 8.2
HOMO energy (spin up / spin down), eV: -8.654 / -8.657

Atoms and positions in Å:
C  1.300  0.809  -0.994
C  -0.692  -0.274  0.057
O  1.712  0.725  -2.093
O  1.365  1.092  0.203
O  0.230  0.847  0.934
O  -0.464  -1.504  0.508
Cl  -2.259  0.220  0.378
H  -1.193  -1.916  1.006

Pick P: it beats the second-best structure by 0.0583 hartree.